Entry 1:
{"formula": "C6H9N2O2", "method": "the ωB97M-V functional and the def2-TZVPD basis", "multiplicity": 1, "orbital_gap_ev": 6.70, "charge": -1, "de_lowest_kcal_mol": 64.5, "e_homo_ev": -3.72, "elements": ["H", "C", "C", "H", "H", "C", "N", "H", "C", "C", "O", "C", "O", "H", "H", "N", "H", "H", "H"], "coordinates": [[-0.0184, 1.5249, -0.1576], [-1.6142, 0.4170, 2.0816], [-0.6724, 0.3824, 3.3384], [-2.6132, 0.1954, 2.2842], [-1.3262, -0.3380, 1.3308], [0.1896, 1.6075, -1.2381], [1.8570, -0.1253, -0.8328], [-1.0395, -0.9323, -2.5244], [0.6924, 0.1728, -1.5002], [2.0006, -1.4327, -1.1832], [-0.5237, -0.7514, 3.8612], [0.0538, -0.8282, -2.2731], [-0.1719, 1.5039, 3.5961], [1.0495, 2.3945, -1.3787], [2.5476, -2.1932, -0.6330], [0.8646, -1.9332, -1.9086], [0.8103, -2.7869, -2.3543], [-0.6629, 1.7733, -2.0270], [-1.4231, 1.3495, 1.5186]]}

Entry 2:
{"formula": "C6H9N2O2", "method": "the ωB97M-V functional and the def2-TZVPD basis", "multiplicity": 1, "orbital_gap_ev": 8.28, "charge": -1, "de_lowest_kcal_mol": 39.4, "e_homo_ev": -4.46, "elements": ["N", "N", "C", "H", "H", "H", "O", "C", "C", "C", "H", "C", "O", "H", "H", "H", "H", "C", "H"], "coordinates": [[-0.2071, -0.8248, -0.8166], [-2.2668, -0.0752, -1.2697], [-1.0730, -0.2885, -1.8398], [-0.3124, -1.4607, 1.2158], [-3.5720, -0.8675, 1.6407], [0.9099, -0.9678, -0.7343], [3.3128, 0.0028, 1.6227], [-0.8867, -0.9024, 0.4402], [2.7104, 0.0486, 0.5453], [-3.1649, -0.0004, 1.1766], [-4.0427, 0.6172, 0.8528], [-2.1639, -0.3085, 0.0918], [2.0625, -0.9413, 0.0662], [-2.6599, 0.4587, 2.0560], [2.6806, 2.1249, 0.1434], [2.3447, 1.1652, -1.3700], [-0.5934, -0.3168, -2.7781], [2.9141, 1.2132, -0.3996], [4.0080, 1.3233, -0.6436]]}

Entry 3:
{"formula": "C6H9N2O2", "method": "the ωB97M-V functional and the def2-TZVPD basis", "multiplicity": 1, "orbital_gap_ev": 7.21, "charge": -1, "de_lowest_kcal_mol": 47.3, "e_homo_ev": -3.89, "elements": ["O", "H", "H", "C", "H", "H", "C", "H", "O", "C", "H", "C", "H", "C", "H", "H", "C", "N", "N"], "coordinates": [[-2.6460, 0.4752, 2.3893], [2.4716, 0.3134, -3.9550], [-0.4081, -1.6641, -1.8226], [0.0045, -0.7663, -1.6246], [-1.0723, -0.4208, 4.7254], [-1.4266, -0.2288, -0.1936], [-1.5026, 0.6941, 2.9814], [0.0356, 1.8282, 0.1491], [-0.8308, 1.7109, 2.7230], [1.6267, -0.3561, -3.5515], [-0.8883, -1.3570, 3.2444], [0.3095, 1.0358, -0.4239], [2.0533, -1.3799, -3.6620], [1.0265, -0.1159, -2.1612], [0.3736, -0.0778, 3.7539], [0.8829, -0.1833, -4.3267], [-0.7504, -0.4088, 3.6712], [-0.5597, -0.0408, -0.5888], [1.3008, 0.9421, -1.3276]]}

Entry 4:
{"formula": "C6H9N2O2S", "method": "the ωB97M-V functional and the def2-TZVPD basis", "multiplicity": 1, "orbital_gap_ev": 6.97, "charge": 1, "de_lowest_kcal_mol": 89.7, "e_homo_ev": -12.26, "elements": ["C", "H", "C", "H", "N", "C", "O", "S", "C", "H", "H", "H", "N", "C", "H", "H", "H", "C", "O", "H"], "coordinates": [[-1.1524, -0.9706, 0.2525], [-0.0606, 1.1544, -1.0510], [-0.8722, 1.3870, -0.3694], [-0.7393, 3.3709, -0.7438], [1.7901, -0.3005, 0.7943], [-1.5153, 0.3372, 0.3150], [4.3537, -0.5212, 0.3016], [3.1054, 0.3739, -0.1081], [2.0152, -0.3134, -1.4625], [-1.7625, -1.6745, 0.8049], [-1.9707, 2.9088, 0.3801], [-2.3726, 0.6029, 0.9205], [-1.2190, 2.6351, -0.2436], [1.2545, -0.7610, -0.4372], [4.5631, -1.2812, -0.2487], [-0.2700, -1.7235, -1.5219], [1.8120, -0.8912, 1.6144], [-0.0044, -1.5745, -0.4680], [3.3616, 1.7142, 0.2706], [0.1989, -2.5626, -0.0447]]}

Entry 5:
{"formula": "C6H9N3", "method": "the ωB97M-V functional and the def2-TZVPD basis", "multiplicity": 1, "orbital_gap_ev": 8.51, "smiles": "C/C=N\\C=C/N=C=NC", "de_lowest_kcal_mol": 66.4, "e_homo_ev": -7.90, "elements": ["H", "N", "H", "H", "H", "C", "H", "C", "C", "C", "C", "C", "H", "H", "H", "H", "N", "N"], "coordinates": [[-3.7080, 0.7380, 0.1565], [1.6913, 1.5275, -0.0123], [2.2093, -2.5774, 0.7494], [-2.7805, -0.5725, 1.2836], [-3.7354, -1.0858, -0.1604], [-3.0972, -0.2130, 0.2506], [3.8331, -1.4437, 0.6718], [-1.7217, -0.3251, -0.4054], [1.8370, 0.2992, -0.0628], [0.5711, 2.3264, -0.0094], [2.9651, -1.9170, 0.1353], [-0.6848, 1.8307, -0.1968], [0.8472, 3.3337, 0.2142], [3.5751, -2.5183, -0.7082], [-1.6093, 2.3391, -0.2310], [-1.6783, -1.4089, -0.6326], [-0.7502, 0.4630, -0.6200], [2.2361, -0.7960, -0.4224]]}

Entry 6:
{"formula": "C6H9N3", "method": "the ωB97M-V functional and the def2-TZVPD basis", "multiplicity": 1, "orbital_gap_ev": 12.16, "smiles": "CC#N.CC#N.CC#N", "de_lowest_kcal_mol": 22.1, "e_homo_ev": -11.53, "elements": ["N", "C", "H", "H", "C", "C", "H", "C", "H", "H", "H", "H", "N", "H", "C", "H", "C", "N"], "coordinates": [[-15.0343, 10.2286, 2.0500], [-10.4111, 7.3314, -4.0021], [-9.3874, 9.0740, -4.4535], [-8.6698, 14.5701, 3.3821], [-9.4488, 13.8284, 3.5584], [-9.5612, 12.9993, 2.3070], [-15.0273, 7.2653, 1.1069], [-14.8566, 9.2804, 1.4339], [-13.3985, 7.8227, 0.7925], [-9.1056, 13.0888, 4.2818], [-10.4229, 8.4828, -5.7670], [-11.1123, 9.3610, -4.5000], [-10.4015, 6.3595, -3.4532], [-10.4389, 14.1789, 3.8500], [-14.4506, 8.0747, 0.6593], [-14.6901, 8.1691, -0.3999], [-10.3453, 8.6094, -4.6872], [-9.7640, 12.3518, 1.3266]]}

Entry 7:
{"formula": "C6H9N3", "method": "the ωB97M-V functional and the def2-TZVPD basis", "multiplicity": 1, "orbital_gap_ev": 9.69, "smiles": "[H]/N=C1\\NC[C@@H]2N[C@H]2C1=C", "de_lowest_kcal_mol": 109.9, "e_homo_ev": -8.80, "elements": ["H", "H", "N", "H", "H", "C", "N", "C", "N", "H", "H", "H", "C", "C", "H", "H", "C", "C"], "coordinates": [[-1.6099, 2.6306, -0.4681], [-3.0464, -0.9866, -0.1300], [-2.6009, -0.0276, 0.0747], [0.8959, -1.8090, 1.2562], [0.1933, 3.0432, -0.4214], [-1.3808, -0.0927, 0.1357], [2.2004, 0.7272, -0.0693], [1.2396, -0.2953, -0.4991], [-0.7625, -1.3729, -0.0856], [2.8844, 0.5256, 0.6999], [1.1615, -2.6601, -0.4839], [0.7101, 0.1584, 1.5132], [0.8622, 0.5943, 0.4991], [0.7889, -1.6482, 0.0479], [-1.3947, -1.9627, -0.5198], [0.9878, -0.1593, -1.6065], [-0.4540, 1.0226, 0.2340], [-0.6748, 2.3123, -0.1773]]}

Entry 8:
{"formula": "C6H9N3O", "method": "the ωB97M-V functional and the def2-TZVPD basis", "multiplicity": 1, "orbital_gap_ev": 9.51, "smiles": "CC(=O)Nc1nccn1C", "de_lowest_kcal_mol": 90.4, "e_homo_ev": -8.85, "elements": ["H", "H", "C", "C", "O", "H", "N", "H", "H", "H", "H", "N", "N", "C", "C", "C", "H", "C", "H"], "coordinates": [[-3.0539, -0.5394, 2.0962], [3.1201, 2.4120, -0.3093], [0.1657, -1.0106, -1.8248], [0.3118, 0.7111, 0.0486], [-0.3518, -1.6661, 1.1946], [-3.4158, -1.1653, 0.4917], [0.7348, 0.2161, -1.1174], [2.4868, 0.7056, -2.3918], [-2.6354, -2.2371, 2.0574], [0.5263, -0.7689, -2.6829], [-1.0848, -0.7726, -1.8969], [-1.0609, 0.3352, 0.5556], [1.0342, 1.6695, 0.5181], [2.0757, 1.6911, -0.3354], [-2.7219, -1.1488, 1.3922], [-1.2676, -0.9022, 1.1233], [-1.6498, 0.9433, 0.3661], [1.9637, 0.8091, -1.3634], [0.3993, -1.6928, -1.2242]]}

Entry 9:
{"formula": "C6H9N3O", "method": "the ωB97M-V functional and the def2-TZVPD basis", "multiplicity": 1, "orbital_gap_ev": 9.58, "smiles": "C/C(n1ccnc1)=[N+](/C)[O-]", "de_lowest_kcal_mol": 102.0, "e_homo_ev": -8.88, "elements": ["O", "N", "H", "H", "N", "H", "N", "C", "C", "C", "H", "H", "H", "H", "C", "H", "C", "C", "H"], "coordinates": [[0.2783, 2.7138, 0.5233], [0.2329, -2.3609, -1.4724], [0.9722, -3.6793, 0.0905], [0.2019, -1.5378, 1.7186], [0.4489, 1.5109, 0.2670], [1.9784, 0.5507, 1.3684], [-0.3645, -0.6943, -0.1000], [-0.4792, 0.6895, 0.1245], [-0.3263, -1.2030, -1.4148], [0.4787, -2.7215, -0.1334], [-0.3144, -0.6309, -2.3154], [-2.0192, 2.4264, -0.1708], [1.8079, 0.1774, -0.3290], [-2.5594, 1.3517, 1.2096], [0.1517, -1.7110, 0.6789], [-2.6359, 0.7644, -0.6661], [-2.1409, 1.4151, 0.1828], [1.8097, 1.0554, 0.3362], [2.4793, 1.8833, 0.1024]]}

Entry 10:
{"formula": "C6H9N3O", "method": "the ωB97M-V functional and the def2-TZVPD basis", "multiplicity": 1, "orbital_gap_ev": 9.95, "smiles": "N#CC1=NCC=CCN1.O", "de_lowest_kcal_mol": 42.8, "e_homo_ev": -9.56, "elements": ["C", "N", "H", "C", "H", "H", "H", "H", "H", "C", "H", "H", "N", "N", "O", "H", "C", "C", "C"], "coordinates": [[-0.3994, -0.4817, 0.3878], [-1.5176, -2.8561, 0.5920], [-1.2583, 2.1141, 1.8223], [-1.0239, -1.8242, 0.4001], [-2.0020, -3.0975, -2.4066], [1.3400, -1.4796, 0.0604], [2.8409, 0.2222, 0.4060], [-1.6313, 2.4294, 0.1583], [2.4480, 2.5638, 0.1299], [1.9000, 0.4890, -0.0989], [-2.1424, -4.1703, -1.2920], [2.1282, 0.4477, -1.1799], [-1.2258, 0.4665, 0.6059], [0.9447, -0.5526, 0.2165], [-1.9118, -4.0404, -2.2367], [0.4363, 3.5404, 0.7978], [1.5811, 1.9053, 0.2382], [-0.9324, 1.8611, 0.7969], [0.4257, 2.4629, 0.6020]]}

Entry 11:
{"formula": "C6H9N3O", "method": "the ωB97M-V functional and the def2-TZVPD basis", "multiplicity": 1, "orbital_gap_ev": 9.10, "smiles": "CC(=O)Nc1nccn1C", "de_lowest_kcal_mol": 42.0, "e_homo_ev": -8.44, "elements": ["H", "H", "C", "C", "N", "H", "C", "N", "H", "H", "H", "O", "H", "H", "C", "N", "C", "C", "H"], "coordinates": [[2.1404, 2.2649, 1.1772], [0.6527, 0.7159, -1.6594], [0.3357, -0.2427, -1.8626], [-1.8170, -1.2490, -1.3548], [-0.0084, 0.6777, 0.9495], [-2.0491, -1.8378, -2.3633], [2.1242, 1.4637, 1.7828], [-0.7973, -0.5561, -1.0184], [-3.6576, -1.7223, 0.0021], [3.1181, 1.0850, 1.9917], [-0.0353, -0.4478, -2.7752], [1.6929, -0.7466, 0.9907], [1.3891, -0.8204, -1.8022], [-0.3045, 1.6484, 1.0854], [1.3250, 0.3221, 1.1650], [-2.0487, -0.6034, 0.7909], [-0.9101, -0.2219, 0.3260], [-2.5718, -1.3605, -0.2152], [1.4218, 1.6308, 2.7898]]}

Entry 12:
{"formula": "C6H9N3O2", "method": "the ωB97M-V functional and the def2-TZVPD basis", "multiplicity": 1, "orbital_gap_ev": 9.70, "smiles": "N[C@@H](Cc1c[nH]cn1)C(=O)O", "de_lowest_kcal_mol": 0.0, "e_homo_ev": -8.94, "elements": ["C", "N", "H", "C", "H", "H", "O", "H", "N", "H", "H", "C", "C", "C", "H", "N", "C", "O", "H", "H"], "coordinates": [[-1.4998, -0.4854, 0.5945], [1.6709, -0.6289, 0.2255], [2.9849, 1.7252, -1.4840], [2.5956, -0.1790, -0.5896], [-0.1286, -0.2241, 2.2556], [-0.1013, -1.8620, 0.0498], [-2.1290, 1.5175, -0.6119], [-0.7741, 1.3121, 1.5741], [-1.1271, -1.8361, 0.1798], [-2.3740, -0.5681, 1.2596], [-1.9899, -1.3317, -1.4260], [-1.9737, 0.3143, -0.6330], [0.8314, 0.4459, 0.4786], [1.2818, 1.5446, -0.2038], [-1.3604, -2.5147, 0.9005], [2.4016, 1.1227, -0.8762], [-0.3878, 0.3042, 1.3229], [-2.2260, -0.4388, -1.6925], [0.8921, 2.5425, -0.3006], [3.4133, -0.7601, -1.0233]]}